Formula: C2H2NO4S2
Source: the Open Molecules 2025 dataset
Level of theory: ωB97M-V/def2-TZVPD

Properties
Calculated total energy: -33454.19731 eV
LUMO level: 3.26 eV
Energy relative to the best compared isomer or geometry (same formula, charge and spin): 92.6 kcal/mol
HOMO level: -3.51 eV

Structure (ORCA input):
```
! RIJCOSX wB97M-V def2-TZVPD def2/J DEFGRID3
* xyz -1 1
C 2.51731 1.06510 0.68459
C -0.19824 -1.61321 0.40834
N 0.58748 -0.95726 -0.41121
O 2.00611 0.92648 1.68874
O 3.13965 1.41504 -0.24907
O -0.28382 -0.29987 -1.13706
O 1.78202 -0.64673 -0.31801
S -3.20933 0.98587 0.04192
S -0.87077 -3.00035 0.68027
H -2.26523 0.31708 -0.40571
H -3.20516 1.80785 -0.98278
*
```